{"formula": "C5H8O", "method": "the ωB97M-V functional and the def2-TZVPD basis", "elements": ["H", "H", "H", "C", "C", "H", "O", "C", "H", "H", "C", "H", "C", "H"], "xyz": [[0.20703, -1.75427, -1.65742], [-1.97839, 0.18385, 1.42687], [1.75461, 1.56818, -0.04800], [-1.50533, 0.42545, 0.46765], [-0.23142, 1.20683, 0.67237], [-0.16076, 1.93523, 1.47409], [0.87298, 0.08651, -1.12101], [0.81915, 1.02431, -0.12033], [2.54162, -1.18780, 0.02188], [-1.83998, -1.68377, -0.26662], [-1.17517, -0.82666, -0.30604], [-2.23926, 1.03176, -0.08598], [-0.07645, -0.90214, -1.04931], [3.01137, -1.10749, 0.59187]], "mulliken_charge": [0.404, 0.294, 0.427, -0.387, -0.411, 0.344, -0.400, -0.217, -0.220, 0.346, -0.408, 0.227, -0.203, 0.205], "homo_lumo_gap_ev": 9.58, "homo_energy_ev": -8.47}

{"formula": "C5H8O", "method": "the ωB97M-V functional and the def2-TZVPD basis", "elements": ["H", "H", "H", "C", "C", "H", "H", "H", "H", "C", "C", "H", "C", "O"], "xyz": [[-1.32648, 1.39656, -0.22065], [0.91598, 2.02968, -1.08461], [-1.95181, -1.51521, 0.35850], [-0.98648, 0.49444, 0.29465], [-1.47121, -0.81642, -0.34335], [2.20604, -0.94134, 0.56180], [-1.16767, 0.61115, 1.36878], [0.85960, -0.88036, 1.83456], [2.34457, 0.86618, -0.89332], [1.21686, -0.59809, 0.84509], [0.46071, 0.16883, -0.05470], [-2.18483, -0.64537, -1.16287], [1.30105, 1.08728, -0.69470], [-0.21633, -1.25732, -0.80918]], "mulliken_charge": [0.284, 0.264, 0.229, -0.745, -0.320, 0.307, 0.262, 0.265, 0.301, -0.922, 1.339, 0.261, -1.027, -0.496], "homo_lumo_gap_ev": [8.15, 7.41], "homo_energy_ev": [-8.39, -8.16]}

The calculation returns the following energy above the lowest of the compared OMol25 structures with the same formula, charge and spin values, one per record and in order: 222.2 501.0 kJ/mol.